# 1
A single C4H3NO3 molecule. Source: OMol25; level of theory: ωB97M-V/def2-TZVPD.

Its charge is 0. Its total energy is -11824.9854 eV. The spin multiplicity is 1. The value obtained for the HOMO energy is -9.69 eV. Its HOMO-LUMO gap is 9.36 eV. The LUMO energy comes out at -0.33 eV.

Positions of all 11 atoms, in Å:
C -0.474 -0.613 -0.154
C 0.788 -1.175 0.076
C 0.569 1.308 -0.213
C -0.759 0.677 0.088
H -2.291 -0.698 0.161
H 0.962 -2.307 0.380
H 0.723 2.378 -0.371
N 1.788 0.766 -0.126
O -1.686 -1.297 -0.224
O 1.938 -0.582 0.199
O -1.835 1.139 0.267

Atomic forces in eV per Å
-0.63 -5.46 0.69
-2.12 -4.44 1.30
2.44 0.44 1.45
4.80 2.94 -1.56
-1.52 1.32 0.59
-0.96 2.30 -1.14
-0.38 -0.22 -0.24
-0.80 1.66 -0.02
3.07 -2.71 -0.84
-1.44 2.41 -1.07
-2.46 1.77 0.84

# 2
A single C4H3NO3 molecule. Source: OMol25; level of theory: ωB97M-V/def2-TZVPD.

Its charge is 0. Its total energy is -11825.1274 eV. The spin multiplicity is 1. The value obtained for the HOMO energy is -9.73 eV. Its HOMO-LUMO gap is 9.30 eV. The LUMO energy comes out at -0.43 eV.

Positions of all 11 atoms, in Å:
C 0.318 0.086 0.730
C 0.249 1.380 0.516
C -0.658 -0.500 -1.354
C -0.191 -0.976 -0.057
H 0.280 -1.188 2.284
H 0.359 2.369 1.050
H -0.871 -1.198 -2.251
N -0.559 0.810 -1.636
O 0.911 -0.321 1.897
O -0.027 1.775 -0.783
O -0.155 -2.153 0.305

Atomic forces in eV per Å
1.32 -1.16 3.98
-0.38 3.36 -2.59
0.83 2.52 -0.99
-0.26 -1.53 -1.61
2.85 3.38 -1.89
0.45 -1.98 0.18
-0.09 1.45 1.74
0.22 -1.60 -1.01
-3.05 -3.17 1.93
-1.64 -2.14 0.27
-0.25 0.89 -0.02

# 3
C4H3NO3S as an isolated structure. Source: OMol25; level of theory: ωB97M-V/def2-TZVPD.

Its charge is -2. Its total energy is -22661.3424 eV. The spin multiplicity is 1. The value obtained for the HOMO energy is 1.19 eV. Its HOMO-LUMO gap is 5.17 eV. The LUMO energy comes out at 6.36 eV.

Positions of all 12 atoms, in Å:
C -1.609 -1.861 -0.667
C -4.383 -0.216 1.226
C -2.197 0.612 -0.720
C 0.002 0.058 0.005
N -1.387 -0.357 -0.253
O -0.502 -2.450 -0.688
O -3.412 -0.356 1.846
O -1.734 1.720 -0.949
S -3.845 0.293 -0.932
H 0.810 -0.470 -0.604
H 0.202 1.101 -0.312
H 0.225 -0.094 1.100

Atomic forces in eV per Å
1.61 -0.58 0.03
-0.10 -0.24 0.83
0.47 -0.10 -0.18
1.11 -0.02 -0.10
2.00 -1.38 -0.08
-1.50 0.61 0.17
-0.23 0.02 0.20
0.43 2.30 -0.47
-1.78 -0.25 -0.90
-1.35 -0.18 0.79
-0.68 -0.38 0.69
0.03 0.19 -0.98